The following is a quantum chemistry calculation of a structure of composition C31H32BrGaI2N3O4S, from OMol25.

Geometry as XYZ:
```
75
Properties=species:S:1:pos:R:3:forces:R:3:lowdin_charge:R:1
I 4.65806 -0.76537 -2.07332 0.013 -0.039 -0.013 0.99
I 5.58540 4.66904 0.22591 0.027 0.050 0.011 0.97
Br -0.72372 -0.99293 -2.53190 -0.003 -0.130 -0.140 0.97
Ga 0.20942 0.06261 0.06000 0.024 0.273 0.455 0.32
S 1.69233 -1.83342 1.84395 -0.116 0.024 -0.123 1.04
O -2.74655 -2.65110 1.87941 0.016 0.083 -0.013 0.07
O 1.53358 -0.31376 1.63715 0.040 -0.120 -0.023 -0.48
O 1.69721 -0.04542 -1.04666 0.048 -0.101 -0.121 -0.17
O -0.98417 -0.85301 1.16592 0.002 -0.157 0.040 -0.19
N -2.36218 1.03545 0.82342 0.110 0.158 0.087 0.05
N -1.78521 0.84158 -0.39643 0.072 -0.073 -0.066 -0.04
N 0.79849 1.98447 0.38350 0.179 0.115 -0.083 0.10
C 4.11338 -1.14051 3.07653 0.093 -0.056 -0.037 -0.28
C -4.11790 -2.15045 3.70988 -0.039 0.020 0.050 0.00
C 0.03644 -1.34629 5.61877 -0.007 0.021 -0.002 -0.08
C -4.59462 4.27704 -4.98580 0.005 -0.006 0.026 -0.07
C -1.82481 0.54534 -2.74965 -0.013 -0.031 0.294 -0.58
C -4.53029 3.15925 -5.80739 0.009 -0.006 0.002 -0.06
C 3.89180 0.89646 -1.10087 0.162 0.039 -0.036 -0.64
C 2.29738 4.23749 0.92785 0.083 -0.016 -0.023 0.00
C 2.56957 0.91298 -0.74898 -0.235 0.019 0.090 -0.39
C 0.97724 4.17033 1.28287 -0.063 -0.025 0.021 -0.01
C 4.27375 3.09955 -0.15554 -0.006 0.003 0.012 -0.67
C -2.99755 3.27379 -3.49520 0.012 0.045 0.014 -0.05
C -2.11522 0.96600 -3.97705 -0.164 0.241 -0.167 -0.07
C -1.69926 0.13754 1.84098 -0.120 -0.113 -0.116 -0.36
C 1.01494 -2.19714 3.48063 -0.006 0.083 0.047 -0.31
C -4.61278 -1.27114 4.65256 -0.011 0.007 0.011 -0.07
C -4.17313 0.04937 4.69116 0.027 -0.026 -0.027 -0.08
C -2.39953 1.02592 -1.49136 -0.047 0.001 -0.268 -0.14
C 0.81234 -0.96929 4.35969 -0.017 -0.099 0.086 -0.27
C 0.24938 3.00624 1.00567 0.047 0.004 0.048 -0.06
C 2.91493 3.15804 0.25810 -0.014 0.089 0.033 -0.19
C -3.17624 -1.72848 2.77372 -0.001 -0.050 -0.083 -0.26
C -2.94594 2.13559 -4.30164 0.072 -0.131 0.049 -0.22
C 4.73901 1.99158 -0.80276 -0.078 -0.082 -0.003 -0.20
C 2.10160 2.04989 -0.02286 -0.155 -0.045 -0.023 -0.12
C 3.45214 -2.05227 2.05228 0.069 0.075 0.090 -0.34
C -3.70455 2.10038 -5.47227 -0.041 0.000 -0.052 -0.03
C -3.22839 0.46331 3.77176 0.002 -0.004 0.009 -0.04
C -3.82158 4.33608 -3.83471 0.015 -0.019 -0.017 -0.07
C 5.63355 -1.21900 2.95264 -0.011 0.016 0.009 -0.09
C -2.72515 -0.40360 2.79947 0.028 0.019 0.052 -0.12
H -5.34563 -1.61782 5.36964 0.005 0.002 -0.007 0.11
H 0.26064 -0.21854 3.79641 0.010 0.002 -0.001 0.08
H 0.05731 -2.68138 3.28000 -0.004 0.007 -0.005 0.09
H 1.77220 -0.52089 4.61694 0.008 -0.003 0.004 0.10
H -4.55393 0.73577 5.43437 0.005 0.000 -0.004 0.10
H 1.67957 -2.93423 3.93677 -0.006 0.002 0.006 0.11
H -5.23421 5.10796 -5.25166 0.005 0.001 0.000 0.11
H -2.85711 1.48306 3.80371 0.002 -0.008 -0.003 0.12
H -0.78815 2.89873 1.29889 -0.013 0.012 -0.012 0.11
H -5.11945 3.11640 -6.71354 0.001 0.000 0.006 0.11
H 0.56381 -2.10026 6.20596 0.003 0.008 -0.015 0.08
H -1.73951 0.39097 -4.81589 0.003 0.026 -0.002 0.12
H 5.96033 -0.88861 1.96433 -0.011 -0.006 0.016 0.08
H 3.84361 -1.86774 1.04668 0.015 -0.015 0.019 0.07
H -0.11083 -0.47294 6.25386 -0.001 -0.010 -0.004 0.08
H -3.65132 1.23037 -6.11592 -0.003 0.012 0.007 0.12
H 2.88056 5.12058 1.15551 -0.003 -0.012 -0.006 0.07
H -3.40744 1.43884 -1.51598 -0.001 -0.017 -0.004 0.15
H 6.11610 -0.58521 3.69598 -0.007 -0.001 -0.013 0.08
H 3.77545 -0.11625 2.91034 -0.008 0.010 -0.005 0.11
H 5.77654 1.94012 -1.10294 -0.006 -0.015 -0.019 0.08
H 5.99397 -2.23888 3.10015 -0.020 0.016 0.000 0.08
H -4.44847 -3.18010 3.67015 0.008 0.010 0.002 0.12
H 3.80705 -1.42610 4.08496 -0.005 -0.014 -0.006 0.10
H -2.05144 -2.23535 1.33660 0.002 -0.025 0.020 0.08
H 3.59191 -3.11448 2.27252 0.019 0.011 -0.008 0.11
H -0.94886 -1.74370 5.36441 0.010 0.009 -0.006 0.07
H -3.84589 5.21910 -3.21017 -0.002 -0.001 0.001 0.11
H 0.49253 4.99207 1.78966 -0.002 -0.007 -0.005 0.12
H -3.37354 0.95585 0.81827 -0.001 -0.117 -0.027 0.15
H -2.35574 3.35246 -2.62570 -0.002 0.001 -0.020 0.11
H -1.00219 0.77211 2.40701 -0.003 0.067 -0.011 0.12
```
Forces are in eV/Å.

Computed properties:
**HOMO**: -10.6 eV
**Net charge**: +1
**Multiplicity**: 1

---

The following is a quantum chemistry calculation of a structure of composition C31H32IrN6O2S, from OMol25.

Geometry as XYZ:
```
73
Properties=species:S:1:pos:R:3:forces:R:3:lowdin_spin:R:1
Ir -0.93920 -0.07766 0.38374 -0.719 -0.142 0.030 0.17
S -3.02989 -0.77595 0.36937 -0.038 -0.090 0.089 0.70
O -0.83155 1.30776 4.24439 0.155 -0.108 -0.009 0.00
O -2.07981 2.61569 -2.51911 -0.017 -0.072 -0.098 0.00
N -0.27686 -1.93707 -0.05883 0.131 -0.019 -0.002 0.00
N 1.15742 2.81007 -0.70095 0.034 0.153 -0.065 0.00
N -0.57457 -0.11154 2.42422 0.190 0.173 -0.108 0.01
N 2.15764 2.86591 1.36964 0.019 -0.020 0.049 0.00
N -1.53125 1.73310 0.83135 0.356 0.072 0.018 0.00
N -1.33632 0.65678 -1.52719 0.222 0.116 0.142 0.02
C -1.79200 1.92613 -1.54834 0.018 -0.021 0.088 0.00
C -2.17779 3.85896 0.11014 -0.023 0.016 0.046 0.00
C 0.57413 -4.33700 -0.57134 0.058 -0.035 -0.023 0.00
C 3.50451 3.30446 -0.58622 -0.023 -0.008 0.005 0.00
C 0.03351 -3.42689 3.98399 0.050 -0.021 -0.001 0.00
C 2.13882 0.25607 3.40969 -0.094 -0.071 -0.076 0.00
C 1.36643 -3.32282 4.34604 -0.044 0.025 -0.049 0.00
C 2.26718 3.00738 0.00595 0.048 0.027 0.019 0.00
C 2.38639 3.31732 -2.69912 0.050 0.027 0.043 0.00
C 0.04807 -1.16344 3.16634 0.063 -0.056 0.069 0.00
C 1.37340 -1.02197 3.59588 0.115 -0.128 -0.103 0.00
C -2.46622 -0.41314 -3.42581 0.023 -0.061 0.030 0.00
C -1.40210 2.11766 2.10069 -0.208 -0.045 -0.086 0.00
C -1.29241 -0.12144 -2.71399 0.119 -0.002 -0.081 0.00
C -2.38126 -1.24760 -4.53506 0.011 0.008 -0.017 0.00
C -0.90491 1.04403 3.05332 -0.135 0.033 0.042 0.00
C -3.80316 0.13930 -3.02570 0.022 0.041 0.034 0.02
C -0.06189 -0.65559 -3.12134 0.031 0.052 -0.055 0.00
C 1.24428 -0.29371 -2.46034 -0.016 -0.042 -0.008 0.00
C -1.17474 -1.79274 -4.93953 0.017 0.019 0.007 0.00
C 3.55359 3.46104 -1.95232 -0.037 -0.013 -0.029 0.00
C -1.86752 2.54148 -0.16612 -0.051 -0.011 0.105 0.00
C -2.08586 4.29249 1.42704 -0.003 0.013 -0.032 0.00
C -0.02433 -1.49502 -4.22959 -0.019 -0.028 -0.010 0.00
C 0.09568 -2.99254 -0.28390 -0.140 0.058 0.025 0.00
C 1.96030 -4.31677 -1.22261 -0.018 -0.008 -0.009 0.00
C 2.01551 -2.11299 4.17486 -0.004 0.011 0.022 0.00
C -0.64742 -2.35345 3.41822 -0.062 0.060 0.164 0.00
C -1.68205 3.42536 2.44072 -0.007 -0.021 -0.043 0.00
C -2.12911 -2.46070 3.20590 -0.010 0.016 -0.153 0.02
C 1.22899 2.98373 -2.02532 -0.063 -0.014 -0.052 0.00
H -0.16120 -4.81036 -1.22369 -0.001 -0.018 0.014 0.00
H 1.73313 0.51694 -3.00508 -0.012 -0.028 0.014 0.00
H 2.33581 -5.33488 -1.30376 -0.001 -0.001 -0.019 0.00
H -3.94306 0.11084 -1.94346 0.014 0.003 -0.005 0.02
H 1.88615 -4.16729 4.78040 -0.011 0.003 0.023 0.00
H 0.93024 -1.90174 -4.54623 0.001 0.005 -0.010 0.00
H -3.28706 -1.47354 -5.08494 -0.005 -0.007 -0.001 0.00
H 2.87655 3.27301 1.94184 -0.003 0.003 0.003 0.00
H 1.92623 -1.14582 -2.46456 -0.001 -0.018 0.010 0.00
H 2.66281 -3.73568 -0.62732 0.003 -0.019 0.016 0.00
H 4.38893 3.41104 0.02839 0.002 0.017 -0.002 0.00
H -0.50880 -4.34755 4.16573 0.000 -0.001 0.023 0.00
H -2.41202 -2.39370 2.15410 0.036 0.003 -0.012 0.02
H 1.12792 0.05039 -1.43466 -0.008 0.009 0.017 0.00
H 2.29596 0.46955 2.35150 -0.010 0.054 0.002 0.00
H 2.37500 3.45398 -3.77070 0.003 -0.014 -0.007 0.00
H -2.49656 -3.41214 3.58909 -0.008 0.010 0.035 0.00
H 4.49237 3.69714 -2.43734 0.002 0.013 0.004 0.00
H 1.22443 2.93141 1.74322 -0.015 0.001 -0.018 0.00
H 1.91017 -3.88551 -2.22122 -0.002 0.025 0.007 0.00
H -3.89214 1.18216 -3.33227 0.001 0.021 -0.009 0.00
H 1.60427 1.09963 3.84612 -0.004 0.019 0.010 0.00
H 0.30174 2.84298 -2.57138 0.025 0.004 -0.002 0.00
H -2.45770 4.51080 -0.70467 0.009 0.009 -0.002 0.00
H 0.58450 -4.88602 0.37177 0.005 0.018 0.008 0.00
H -2.64712 -1.65420 3.72783 -0.006 0.010 -0.023 0.00
H 3.11202 0.17915 3.89326 0.021 0.020 -0.023 0.00
H -1.57486 3.73482 3.47058 -0.022 -0.009 0.006 0.00
H -2.31440 5.32234 1.66779 -0.005 0.008 -0.002 0.00
H 3.04595 -2.00075 4.49082 0.003 -0.009 0.005 0.00
H -4.60288 -0.43583 -3.49066 -0.009 0.004 0.005 0.00
H -1.13003 -2.43583 -5.80920 -0.004 -0.022 0.013 0.00
```
Forces are in eV/Å.

Computed properties:
**HOMO (alpha / beta)**: -7.9 / -7.8 eV
**Net charge**: 0
**Multiplicity**: 2